a.
Formula: C44H115N9O13
Source: the OMol25 dataset
Level of theory: ωB97M-V/def2-TZVPD

ORCA input file:
```
! wB97M-V def2-TZVPD RIJCOSX def2/J DEFGRID3
* xyz 0 1
C 3.65 1.98 0.78
O 4.47 2.88 -0.01
C 4.72 4.12 0.64
C 5.77 4.99 -0.07
C 7.02 4.32 -0.07
N 6.05 6.24 0.62
H 3.46 1.00 0.35
H 2.74 2.57 0.94
H 4.07 1.93 1.78
H 3.84 4.76 0.55
H 4.91 4.06 1.71
H 5.65 5.28 -1.11
H 6.85 3.25 -0.16
H 7.43 4.32 0.94
H 7.82 4.58 -0.77
H 6.43 6.17 1.55
H 5.18 6.76 0.71
C -7.01 -1.33 6.30
O -5.75 -1.98 6.38
C -4.65 -1.05 6.40
C -3.30 -1.73 6.30
C -3.09 -2.76 7.40
N -2.20 -0.82 6.52
H -7.21 -0.54 7.02
H -7.92 -1.93 6.32
H -7.14 -0.75 5.38
H -4.75 -0.33 5.59
H -4.67 -0.29 7.18
H -3.09 -2.27 5.39
H -2.62 -2.41 8.32
H -2.39 -3.55 7.12
H -4.02 -3.31 7.55
H -2.33 -0.19 7.30
H -1.30 -1.27 6.52
C -4.12 0.69 -1.49
O -4.91 0.62 -0.28
C -6.13 -0.06 -0.58
C -7.05 -0.08 0.66
C -6.48 -0.99 1.84
N -8.33 -0.66 0.36
H -4.55 1.45 -2.14
H -3.99 -0.31 -1.90
H -3.12 1.07 -1.29
H -6.60 0.37 -1.47
H -5.98 -1.07 -0.94
H -7.19 0.93 1.06
H -5.53 -0.61 2.21
H -6.40 -2.02 1.50
H -7.23 -0.92 2.63
H -8.95 -0.30 1.08
H -8.61 -0.27 -0.53
C 2.00 4.48 4.26
O 0.66 4.16 3.91
C 0.44 2.79 3.59
C -0.20 2.04 4.84
C -1.33 2.70 5.57
N 0.86 1.84 5.78
H 2.59 3.76 4.84
H 2.05 5.36 4.90
H 2.52 4.58 3.31
H -0.16 2.81 2.67
H 1.34 2.20 3.48
H -0.41 1.02 4.53
H -2.24 2.70 4.96
H -0.99 3.63 6.02
H -1.51 2.06 6.43
H 1.26 2.74 5.98
H 0.41 1.62 6.66
C -0.83 5.97 -5.36
O -1.49 6.32 -4.11
C -1.22 7.61 -3.63
C -2.20 8.50 -4.30
C -2.07 9.91 -3.78
N -3.53 8.17 -3.82
H -0.98 6.62 -6.22
H -1.48 5.13 -5.61
H 0.22 5.68 -5.34
H -1.34 7.66 -2.55
H -0.17 7.91 -3.73
H -2.08 8.50 -5.39
H -2.88 10.53 -4.17
H -1.12 10.39 -4.00
H -2.12 10.01 -2.70
H -4.22 8.61 -4.40
H -3.47 7.25 -4.24
C -2.30 -4.45 -0.65
O -1.71 -5.71 -0.89
C -2.55 -6.53 -1.64
C -2.28 -8.00 -1.39
N -3.00 -8.95 -2.21
C -2.57 -10.26 -1.91
C -3.26 -11.36 -2.67
O -2.85 -11.24 -4.01
C -3.51 -12.20 -4.87
H -1.85 -4.27 0.33
H -3.36 -4.48 -0.44
H -2.03 -3.68 -1.37
H -2.44 -6.41 -2.72
H -3.57 -6.38 -1.28
H -2.61 -8.20 -0.37
H -1.20 -8.15 -1.33
H -2.93 -8.74 -3.20
H -2.66 -10.52 -0.85
H -1.53 -10.47 -2.16
H -4.33 -11.30 -2.47
H -3.06 -12.33 -2.21
H -4.57 -11.97 -4.98
H -3.30 -13.20 -4.50
H -3.17 -12.17 -5.91
C 5.12 0.38 -2.41
O 4.59 0.71 -3.67
C 3.72 1.84 -3.81
C 4.34 3.24 -3.70
N 5.17 3.61 -4.86
C 4.51 3.60 -6.17
C 5.42 4.31 -7.26
O 4.83 3.91 -8.49
C 5.30 4.58 -9.59
H 4.22 -0.02 -1.94
H 5.66 1.12 -1.81
H 5.72 -0.52 -2.38
H 2.85 1.74 -3.15
H 3.24 1.75 -4.78
H 4.92 3.29 -2.78
H 3.49 3.91 -3.77
H 6.07 3.15 -4.83
H 3.56 4.13 -6.08
H 4.20 2.62 -6.53
H 6.43 3.91 -7.21
H 5.34 5.39 -7.11
H 6.39 4.60 -9.53
H 4.67 5.46 -9.75
H 5.12 4.05 -10.53
C 1.56 -4.81 -1.19
O 2.21 -3.82 -0.36
C 2.93 -4.42 0.68
C 3.23 -3.35 1.84
N 2.04 -2.98 2.65
C 1.79 -4.01 3.61
C 2.56 -3.98 4.90
O 3.31 -5.16 5.27
C 4.66 -5.30 4.83
H 2.29 -5.47 -1.66
H 1.20 -4.20 -2.01
H 0.85 -5.23 -0.47
H 3.87 -4.58 0.16
H 2.67 -5.38 1.14
H 3.56 -2.42 1.39
H 4.01 -3.68 2.53
H 1.34 -2.91 1.92
H 1.93 -5.03 3.26
H 0.74 -3.96 3.90
H 1.79 -3.95 5.67
H 3.17 -3.07 4.98
H 5.06 -6.30 4.99
H 5.28 -4.55 5.31
H 4.64 -5.19 3.74
C -2.19 -1.15 2.36
O -0.88 -0.84 1.91
C -0.32 -1.54 0.80
C 1.01 -0.84 0.36
N 0.90 0.24 -0.59
C 0.16 1.30 0.00
C -0.09 2.44 -1.10
O 1.02 3.28 -1.43
C 0.86 4.09 -2.53
H -2.84 -0.79 1.55
H -2.43 -0.66 3.30
H -2.25 -2.23 2.54
H -1.09 -1.46 0.03
H -0.22 -2.60 1.01
H 1.62 -1.60 -0.13
H 1.53 -0.53 1.26
H 1.78 0.47 -1.03
H 0.47 1.72 0.96
H -0.86 0.97 0.21
H -0.89 3.05 -0.70
H -0.51 1.99 -2.01
H 1.83 4.55 -2.72
H 0.07 4.83 -2.40
H 0.63 3.39 -3.34
*
```

The gap between HOMO and LUMO is 0.3292 Ha. For the LUMO energy, the calculation gives 0.6 eV. Its SMILES is COC[C@H](C)N.COC[C@H](C)N.COC[C@H](C)N.COC[C@H](C)N.COC[C@H](C)N.COCCNCCOC.COCCNCCOC.COCCNCCOC.COCCNCCOC. The HOMO energy is -8.3368 eV.

=====

b.
Formula: C44H115N9O13
Source: the OMol25 dataset
Level of theory: ωB97M-V/def2-TZVPD

ORCA input file:
```
! wB97M-V def2-TZVPD RIJCOSX def2/J DEFGRID3
* xyz 0 1
C -1.49 -3.11 -14.73
O -2.73 -2.56 -15.12
C -3.16 -2.84 -16.42
C -4.53 -2.16 -16.62
C -5.74 -2.70 -15.82
N -4.88 -2.26 -18.04
H -1.21 -2.87 -13.70
H -0.63 -2.85 -15.35
H -1.55 -4.19 -14.64
H -2.46 -2.52 -17.19
H -3.26 -3.92 -16.54
H -4.47 -1.10 -16.36
H -5.47 -2.71 -14.77
H -5.97 -3.72 -16.13
H -6.66 -2.12 -15.96
H -5.82 -2.00 -18.29
H -4.58 -3.17 -18.36
C 3.44 -10.74 -13.93
O 3.20 -9.62 -14.72
C 2.19 -9.74 -15.75
C 2.28 -8.59 -16.73
C 1.57 -7.36 -16.07
N 1.60 -8.80 -17.99
H 3.77 -11.63 -14.48
H 2.47 -11.06 -13.54
H 4.09 -10.52 -13.08
H 2.39 -10.66 -16.29
H 1.21 -9.83 -15.30
H 3.35 -8.41 -16.89
H 1.81 -6.41 -16.56
H 1.87 -7.32 -15.02
H 0.48 -7.38 -16.06
H 0.60 -8.88 -17.86
H 1.89 -9.69 -18.38
C -0.22 -15.57 -16.91
O 0.27 -14.97 -18.10
C 1.56 -14.58 -18.22
C 1.68 -13.94 -19.61
C 3.15 -13.65 -19.97
N 0.98 -12.67 -19.77
H -1.27 -15.84 -16.92
H 0.06 -14.99 -16.03
H 0.15 -16.60 -16.81
H 1.68 -13.86 -17.41
H 2.25 -15.40 -18.05
H 1.31 -14.66 -20.34
H 3.70 -14.50 -20.37
H 3.79 -13.23 -19.19
H 3.21 -12.92 -20.77
H 0.91 -12.44 -20.75
H 0.11 -12.79 -19.27
C -11.41 -6.26 -16.28
O -11.10 -7.29 -15.34
C -12.15 -7.35 -14.35
C -11.95 -8.60 -13.39
C -12.13 -9.97 -14.12
N -12.72 -8.58 -12.17
H -12.41 -5.93 -16.57
H -10.97 -6.59 -17.22
H -10.86 -5.38 -15.96
H -12.07 -6.43 -13.77
H -13.15 -7.18 -14.75
H -10.91 -8.53 -13.08
H -12.15 -10.80 -13.41
H -11.29 -10.16 -14.77
H -13.12 -10.05 -14.57
H -12.36 -9.22 -11.47
H -13.59 -9.01 -12.43
C -6.41 -10.14 -14.56
O -5.14 -9.58 -14.29
C -4.38 -9.02 -15.33
C -4.06 -10.00 -16.54
C -3.41 -11.25 -15.98
N -3.31 -9.37 -17.59
H -6.94 -9.40 -15.17
H -7.10 -10.32 -13.73
H -6.38 -11.07 -15.12
H -5.00 -8.20 -15.70
H -3.51 -8.48 -14.96
H -4.89 -10.44 -17.08
H -4.10 -11.80 -15.34
H -2.53 -10.96 -15.40
H -3.23 -11.99 -16.76
H -3.79 -8.49 -17.73
H -3.53 -9.91 -18.41
C -8.82 -10.69 -19.20
O -7.92 -11.04 -20.21
C -7.42 -12.34 -19.92
C -6.46 -12.70 -21.03
N -5.32 -11.78 -21.01
C -4.41 -11.74 -22.19
C -5.10 -11.24 -23.50
O -5.68 -9.97 -23.20
C -6.53 -9.44 -24.21
H -9.65 -11.39 -19.17
H -9.09 -9.65 -19.42
H -8.29 -10.72 -18.25
H -8.24 -13.06 -19.97
H -6.97 -12.46 -18.94
H -6.96 -12.55 -21.99
H -6.29 -13.77 -20.93
H -5.69 -10.87 -20.75
H -3.98 -12.73 -22.31
H -3.60 -11.04 -21.99
H -5.82 -11.93 -23.92
H -4.37 -11.07 -24.29
H -6.92 -8.50 -23.81
H -7.32 -10.12 -24.51
H -5.97 -9.26 -25.13
C -4.12 -5.96 -10.51
O -3.43 -6.23 -9.36
C -2.33 -7.09 -9.58
C -1.65 -7.56 -8.32
N -2.38 -8.46 -7.47
C -1.61 -8.49 -6.23
C -2.26 -9.42 -5.17
O -3.41 -8.75 -4.61
C -4.16 -9.63 -3.76
H -4.85 -5.21 -10.23
H -4.71 -6.75 -10.98
H -3.50 -5.64 -11.35
H -1.58 -6.66 -10.26
H -2.74 -7.99 -10.03
H -1.48 -6.67 -7.71
H -0.74 -8.03 -8.68
H -3.31 -8.15 -7.22
H -1.60 -7.53 -5.71
H -0.58 -8.79 -6.43
H -1.65 -9.60 -4.28
H -2.53 -10.40 -5.57
H -4.92 -9.02 -3.27
H -3.54 -10.03 -2.95
H -4.72 -10.45 -4.20
C 2.53 -1.58 -19.35
O 1.90 -2.61 -20.12
C 0.55 -2.91 -19.82
C 0.07 -4.02 -20.73
N -1.37 -4.15 -20.61
C -1.91 -5.42 -21.12
C -3.44 -5.42 -21.09
O -3.85 -5.41 -19.73
C -5.27 -5.69 -19.56
H 2.14 -0.56 -19.40
H 3.54 -1.44 -19.76
H 2.66 -1.81 -18.29
H -0.02 -1.98 -19.85
H 0.43 -3.15 -18.76
H 0.42 -5.00 -20.40
H 0.42 -3.80 -21.74
H -1.79 -4.01 -19.70
H -1.60 -6.23 -20.46
H -1.48 -5.55 -22.11
H -3.81 -6.28 -21.65
H -3.82 -4.53 -21.58
H -5.55 -5.80 -18.52
H -5.56 -6.65 -20.00
H -5.92 -4.88 -19.87
C -4.97 -14.26 -10.67
O -3.58 -13.92 -10.47
C -3.21 -12.54 -10.36
C -1.70 -12.54 -10.12
N -1.40 -12.59 -8.70
C 0.11 -12.67 -8.55
C 0.56 -12.98 -7.12
O 1.97 -12.82 -7.04
C 2.52 -13.21 -5.77
H -5.08 -15.32 -10.89
H -5.27 -13.69 -11.56
H -5.62 -13.94 -9.86
H -3.76 -12.05 -9.57
H -3.45 -12.06 -11.31
H -1.32 -11.61 -10.54
H -1.19 -13.28 -10.72
H -1.67 -11.64 -8.49
H 0.48 -11.68 -8.79
H 0.66 -13.35 -9.20
H 0.44 -14.03 -6.84
H 0.05 -12.29 -6.46
H 2.15 -12.58 -4.97
H 3.59 -13.06 -5.88
H 2.27 -14.25 -5.54
*
```

The gap between HOMO and LUMO is 0.3147 Ha. For the LUMO energy, the calculation gives 0.2 eV. Its SMILES is COC[C@H](C)N.COC[C@H](C)N.COC[C@H](C)N.COC[C@H](C)N.COC[C@H](C)N.COCCNCCOC.COCCNCCOC.COCCNCCOC.COCCNCCOC. The HOMO energy is -8.3378 eV.

=====

Most stable: b (next structure +2.341 eV)

=====

a.
Formula: C9H16N3O
Source: the OMol25 dataset
Level of theory: ωB97M-V/def2-TZVPD

ORCA input file:
```
! wB97M-V def2-TZVPD RIJCOSX def2/J DEFGRID3
* xyz 1 1
C 1.17 -1.75 -0.35
C 1.37 -1.04 -1.46
C -0.80 -0.72 0.87
C -0.38 0.46 -1.08
C -1.39 1.66 1.24
C -2.09 1.51 -0.12
C -0.20 -2.94 1.27
C 0.84 0.67 -3.13
C 1.06 1.04 1.64
N 0.16 -1.69 0.64
N 0.55 0.07 -1.86
N -0.36 0.60 1.57
O -1.24 1.48 -1.30
H 1.98 -2.42 -0.13
H 2.26 -1.15 -2.03
H -0.79 2.69 1.36
H -2.16 1.73 1.90
H -2.67 0.64 -0.09
H -2.64 2.44 -0.33
H 0.42 -3.79 0.90
H -0.19 -2.83 2.39
H -1.33 -2.99 1.02
H 1.86 0.29 -3.57
H 0.03 0.47 -3.94
H 0.94 1.74 -3.08
H 1.34 1.77 0.90
H 1.15 1.59 2.61
H 1.85 0.22 1.58
H -0.72 0.25 2.58
*
```

The gap between HOMO and LUMO is 0.3228 Ha. For the LUMO energy, the calculation gives -2.8 eV. The HOMO energy is -11.6085 eV.

=====

b.
Formula: C9H16N3O
Source: the OMol25 dataset
Level of theory: ωB97M-V/def2-TZVPD

ORCA input file:
```
! wB97M-V def2-TZVPD RIJCOSX def2/J DEFGRID3
* xyz 1 1
C 0.38 0.59 3.27
C 1.04 1.55 1.11
N 0.64 0.52 1.84
N 1.48 2.66 1.69
N 1.10 1.43 -0.22
H 0.15 -0.24 1.40
H 1.52 2.71 2.70
H 1.82 3.45 1.18
H 0.88 0.56 -0.68
H 1.20 2.27 -0.77
H 1.15 1.10 3.86
H 0.38 -0.41 3.67
H -0.58 1.05 3.52
C -0.24 0.04 -3.55
C -1.72 -0.41 -1.60
C -0.47 -0.63 -2.22
C -2.00 -0.99 -0.38
C 0.41 -1.53 -1.68
C -1.03 -1.77 0.24
C 0.14 -2.10 -0.42
O -1.25 -2.11 1.56
H -2.42 0.21 -2.14
H -3.01 -0.99 0.01
H -1.04 -0.16 -4.26
H 0.67 -0.16 -4.10
H 1.35 -1.76 -2.18
H 0.73 -2.95 -0.12
H -1.04 -3.05 1.73
H -0.26 1.13 -3.46
*
```

The gap between HOMO and LUMO is 0.3506 Ha. For the LUMO energy, the calculation gives -2.6 eV. The HOMO energy is -12.1271 eV.

=====

Most stable: b (next structure +8.021 eV)

=====

a.
Formula: C2H9N2O
Source: the OMol25 dataset
Level of theory: ωB97M-V/def2-TZVPD

ORCA input file:
```
! wB97M-V def2-TZVPD RIJCOSX def2/J DEFGRID3
* xyz 1 1
C 1.76 -1.36 0.26
C 0.69 -0.73 0.57
N -0.33 -0.08 0.75
N -2.61 0.19 -0.29
O 1.91 1.32 -0.36
H -3.21 -0.71 -0.59
H 2.16 -1.27 -0.64
H 2.25 -1.90 1.11
H -1.65 -0.18 0.28
H -0.17 0.80 1.10
H -3.13 0.64 0.49
H 2.88 1.22 -0.30
H -2.24 0.77 -1.03
H 1.68 1.29 -1.34
*
```

The gap between HOMO and LUMO is 0.3701 Ha. For the LUMO energy, the calculation gives -3.5 eV. The HOMO energy is -13.5867 eV.

=====

b.
Formula: C2H9N2O
Source: the OMol25 dataset
Level of theory: ωB97M-V/def2-TZVPD

ORCA input file:
```
! wB97M-V def2-TZVPD RIJCOSX def2/J DEFGRID3
* xyz 1 1
C -0.67 -1.67 -1.53
N -1.28 -1.19 -0.23
H -1.21 -2.57 -1.79
H -0.82 -0.83 -2.20
H 0.36 -1.91 -1.32
H -1.13 -1.76 0.61
H -2.31 -1.25 -0.24
H -1.00 -0.23 0.03
C 0.73 1.91 0.99
N 1.97 2.02 1.49
O 0.28 0.81 0.67
H 0.09 2.76 0.76
H 2.39 1.10 1.49
H 2.58 2.81 1.29
*
```

The gap between HOMO and LUMO is 0.4101 Ha. For the LUMO energy, the calculation gives -3.2 eV. The HOMO energy is -14.3492 eV.

=====

Most stable: b (next structure +2.549 eV)

=====

a.
Formula: C2H9N2O
Source: the OMol25 dataset
Level of theory: ωB97M-V/def2-TZVPD

ORCA input file:
```
! wB97M-V def2-TZVPD RIJCOSX def2/J DEFGRID3
* xyz 1 1
C -1.07 -0.50 0.07
C -0.81 0.90 0.17
N -1.15 2.05 -0.55
N -0.27 -1.24 1.00
H -1.72 -1.05 -0.57
H -0.44 1.08 1.20
H -0.40 2.66 -0.96
H -1.68 2.65 -0.01
H 0.01 -2.16 0.62
H -0.78 -1.17 1.91
H 0.63 -0.76 1.19
H 2.72 -1.58 -1.19
H 2.59 -0.22 -1.86
O 2.38 -0.66 -1.02
*
```

The gap between HOMO and LUMO is 0.3647 Ha. For the LUMO energy, the calculation gives -3.7 eV. The HOMO energy is -13.6343 eV.

=====

b.
Formula: C2H9N2O
Source: the OMol25 dataset
Level of theory: ωB97M-V/def2-TZVPD

ORCA input file:
```
! wB97M-V def2-TZVPD RIJCOSX def2/J DEFGRID3
* xyz 1 1
C -2.04 0.71 0.09
N 0.86 -1.11 0.86
C 0.01 -0.13 1.04
N -0.58 0.50 0.06
H -2.61 -0.22 0.05
H -2.53 1.40 -0.61
H -2.13 1.22 1.03
H 1.07 -1.23 -0.14
H 1.59 -1.44 1.48
H -0.30 0.08 2.08
H -0.20 0.38 -0.89
H 2.69 -0.71 -1.50
H 2.27 0.70 -1.92
O 1.91 -0.15 -1.62
*
```

The gap between HOMO and LUMO is 0.4219 Ha. For the LUMO energy, the calculation gives -3.8 eV. The HOMO energy is -15.3264 eV.

=====

Most stable: b (next structure +2.094 eV)